This record from OMol25 describes a molecular structure, C24H28F7N2O3Pb. The level of theory is ωB97M-V with the def2-TZVPD basis set.

Its spin multiplicity is 1. The value obtained for the HOMO-LUMO gap is 7.5 eV. The calculated total energy comes out at -58740.2576 eV. The largest force on an atom is 0.48 eV/A. The total charge is -1. The energy above the lowest of the compared OMol25 structures with the same formula, charge and spin comes out at 31.11 kJ/mol.

The geometry in XYZ format:
```
65
C24H28F7N2O3Pb | OMol25 | ωB97M-V with the def2-TZVPD basis set
H 0.814 -4.122 2.405
H 0.126 -0.224 2.272
H -6.167 1.197 0.622
H -6.272 -1.299 0.540
H -4.318 -2.442 -2.420
H -3.219 -2.782 3.158
H 1.955 1.928 1.467
H -0.058 -2.922 -2.981
Pb 0.523 -0.946 -0.454
H -2.348 -5.334 -2.429
H -1.167 -3.968 -3.884
N 0.436 0.487 1.620
C -4.018 1.205 0.460
F 1.835 2.166 -2.776
H -0.285 1.198 1.570
C -2.049 -3.578 -1.232
H -2.045 -1.549 2.723
C -2.152 -2.655 -2.442
H 0.463 -3.019 3.746
C 0.026 0.804 -4.631
C -2.865 -0.968 0.307
H -2.092 -6.907 -0.546
F 1.277 0.333 -4.742
C -5.316 -0.789 0.490
H -2.084 1.923 -2.165
H -2.000 -1.631 -2.108
H 1.761 1.286 3.101
C 0.515 2.418 -2.728
C -1.042 -2.968 -3.455
C -0.338 1.195 -3.173
C -2.886 0.432 0.350
C -3.527 -2.737 -3.112
F 0.290 3.538 -3.450
C 0.207 -3.267 2.710
C -1.813 1.621 -3.173
C -1.805 -3.075 0.070
O 2.586 -0.955 1.025
C -2.154 -4.951 -1.430
H -1.997 2.447 -3.862
C -2.003 -5.840 -0.379
H -1.054 -2.238 -4.269
H -4.231 -2.628 0.365
C 1.742 1.026 2.043
C 2.888 0.024 1.788
H -1.897 -2.401 4.275
H -1.595 -6.042 1.709
C -4.158 -1.547 0.387
C -2.162 -2.510 3.218
O -0.053 0.134 -2.377
C -5.268 0.599 0.529
F 0.221 2.720 -1.442
F -0.810 -0.177 -5.045
H -3.735 -3.755 -3.459
H -2.421 0.763 -3.458
C -1.628 -3.979 1.140
F -1.685 1.077 0.305
C -1.728 -5.347 0.885
N -1.692 -1.672 0.260
C -1.286 -3.592 2.578
H -3.900 2.282 0.486
O 3.965 0.290 2.327
H 0.506 -2.426 2.083
H -1.459 -4.498 3.162
H -3.564 -2.072 -3.980
F -0.104 1.821 -5.517
```

Computed natural (NBO) charges, given in elementary charges:
1. H 0.21
2. H 0.38
3. H 0.20
4. H 0.20
5. H 0.22
6. H 0.21
7. H 0.21
8. H 0.21
9. Pb 1.59
10. H 0.20
11. H 0.19
12. N -0.89
13. C -0.26
14. F -0.32
15. H 0.40
16. C 0.07
17. H 0.22
18. C -0.27
19. H 0.20
20. C 0.96
21. C 0.12
22. H 0.20
23. F -0.32
24. C -0.22
25. H 0.23
26. H 0.24
27. H 0.20
28. C 0.95
29. C -0.60
30. C 0.13
31. C 0.31
32. C -0.60
33. F -0.34
34. C -0.59
35. C -0.65
36. C 0.11
37. O -0.84
38. C -0.25
39. H 0.22
40. C -0.23
41. H 0.23
42. H 0.21
43. C -0.35
44. C 0.76
45. H 0.20
46. H 0.20
47. C -0.25
48. C -0.60
49. O -0.97
50. C -0.29
51. F -0.33
52. F -0.34
53. H 0.19
54. H 0.23
55. C -0.02
56. F -0.36
57. C -0.21
58. N -0.84
59. C -0.23
60. H 0.22
61. O -0.70
62. H 0.21
63. H 0.19
64. H 0.20
65. F -0.34

This record from OMol25 describes C24H28FN3O3 in the gas phase. The level of theory is ωB97M-V with the def2-TZVPD basis set.

Its spin multiplicity is 1. The value obtained for the HOMO-LUMO gap is 9.3 eV. The calculated total energy comes out at -38673.2372 eV. The largest force on an atom is 0.55 eV/A. The energy above the lowest of the compared OMol25 structures with the same formula, charge and spin comes out at 192.71 kJ/mol. As for the structure (SMILES): COc1ccc([C@@H]2/C=C\CN(C(=O)NC(C)C)CC(=O)N2Cc2ccc(F)cc2)cc1.

The geometry in XYZ format:
```
59
C24H28FN3O3 | OMol25 | ωB97M-V with the def2-TZVPD basis set
O -1.273 2.072 -2.767
N -0.159 -1.247 -2.674
C 1.516 2.871 1.165
H -4.114 -0.415 2.727
C -1.077 1.033 -2.160
C 0.343 -4.703 -1.495
C 1.048 -0.443 -0.116
C 1.723 2.717 -1.218
H -0.502 -6.588 -2.107
H -1.955 1.498 6.093
O -3.065 0.174 4.941
C 0.934 2.643 -0.075
C -1.045 -0.077 1.310
H 1.187 0.260 -3.068
C -0.979 0.351 3.688
C -2.414 -0.320 1.426
H 1.573 -0.435 0.826
C 1.747 -0.662 -1.222
H 3.334 3.313 2.231
H -1.377 -4.256 -0.284
H -0.446 -5.649 0.279
H -2.164 -0.783 -2.600
H 2.818 -0.798 -1.147
H 1.350 -5.114 -1.352
C -1.227 -0.296 -2.893
H 0.120 -5.607 -3.442
H -3.167 0.485 6.913
H -1.301 -0.045 -3.959
N 0.540 -3.363 -2.041
C 2.870 3.136 1.274
C -2.343 0.110 3.792
H 0.164 -4.010 0.550
H -1.402 -5.166 -2.659
C -2.402 0.500 6.139
C -0.411 -5.576 -2.493
C -0.506 -2.531 -2.315
H 3.700 3.032 -2.007
N -0.749 1.028 -0.848
O -1.675 -2.875 -2.284
H 1.847 -1.361 -3.246
C -0.530 2.315 -0.202
H -2.981 -0.586 0.546
H -0.393 0.613 4.555
F 4.959 3.412 0.222
H -1.019 3.058 -0.840
C 1.193 -0.739 -2.622
H 0.713 0.464 2.420
H 1.263 2.586 -2.185
H -0.962 -1.008 -0.554
H 0.904 2.852 2.054
C -0.439 -0.178 -0.074
C -0.346 0.259 2.458
C -3.056 -0.227 2.639
C -0.375 -4.652 -0.146
H -1.011 2.309 0.778
C 3.078 2.974 -1.129
C 3.634 3.171 0.123
H -1.628 -0.235 6.382
H 1.422 -2.935 -1.821
```

Computed natural (NBO) charges, given in elementary charges:
1. O -0.64
2. N -0.46
3. C -0.19
4. H 0.23
5. C 0.67
6. C -0.03
7. C -0.17
8. C -0.18
9. H 0.21
10. H 0.18
11. O -0.49
12. C -0.05
13. C 0.00
14. H 0.23
15. C -0.33
16. C -0.19
17. H 0.21
18. C -0.20
19. H 0.23
20. H 0.23
21. H 0.21
22. H 0.27
23. H 0.21
24. H 0.19
25. C -0.31
26. H 0.21
27. H 0.20
28. H 0.22
29. N -0.64
30. C -0.29
31. C 0.31
32. H 0.20
33. H 0.24
34. C -0.25
35. C -0.62
36. C 0.79
37. H 0.23
38. N -0.44
39. O -0.68
40. H 0.21
41. C -0.26
42. H 0.22
43. H 0.22
44. F -0.33
45. H 0.26
46. C -0.28
47. H 0.20
48. H 0.23
49. H 0.25
50. H 0.22
51. C -0.15
52. C -0.15
53. C -0.25
54. C -0.63
55. H 0.21
56. C -0.28
57. C 0.40
58. H 0.18
59. H 0.40

This record from OMol25 describes a molecular structure, C24H28FN3O5. The level of theory is ωB97M-V with the def2-TZVPD basis set.

Its spin multiplicity is 1. The value obtained for the HOMO-LUMO gap is 7.1 eV. The calculated total energy comes out at -42741.8376 eV. The largest force on an atom is 19.98 eV/A. The energy above the lowest of the compared OMol25 structures with the same formula, charge and spin comes out at 2731.25 kJ/mol.

The geometry in XYZ format:
```
61
C24H28FN3O5 | OMol25 | ωB97M-V with the def2-TZVPD basis set
C 3.811 -1.641 -0.213
H 6.942 -3.700 -0.255
H 0.600 0.030 0.833
C -1.593 -2.083 0.040
C -4.097 2.717 -0.110
H 4.387 2.210 0.125
C -4.960 -2.599 1.513
C -4.971 -3.387 -1.028
H -1.915 3.557 -2.511
H -0.982 -2.848 -0.762
H 7.981 -0.451 1.282
O 6.270 -2.027 -0.038
H -2.861 4.597 0.953
C 1.318 -1.515 -0.034
H 5.556 -3.813 -1.192
C -0.825 2.153 -1.432
C 4.211 0.873 -0.093
H 3.635 -2.737 -0.294
H -4.437 2.129 -0.795
H -0.905 2.868 1.057
C -3.006 -2.505 0.010
C -3.615 1.611 0.766
H -5.422 -3.883 -1.646
H -3.180 0.126 -0.228
H 5.505 -3.688 0.738
H -4.589 1.270 1.633
N -2.856 3.286 -0.650
F -3.029 -3.534 -2.108
H -2.805 1.990 -2.371
H -3.110 -1.734 2.079
C -5.685 -3.287 0.588
H -1.945 5.218 -0.620
O -1.236 0.592 2.003
O 1.262 -2.737 -0.617
O 6.644 0.992 0.120
H -0.264 2.131 -2.403
H -4.591 3.231 0.324
C 2.627 -0.955 0.100
C 2.848 0.462 0.050
H 8.038 -0.330 -0.790
C 5.072 -1.145 -0.115
O 0.092 3.194 -0.727
C 5.367 0.193 0.039
C 5.985 -3.172 -0.129
C -2.288 2.895 -1.658
H -6.724 -3.694 0.648
N -2.894 0.410 0.500
H -3.087 2.145 1.740
H 1.996 1.249 0.016
H 8.536 0.961 0.126
H -0.707 1.440 -0.963
C -2.129 4.353 -0.087
H -0.054 4.284 0.951
C -3.575 -3.124 -0.932
C -0.880 -0.923 0.370
C -0.716 3.563 0.466
H -5.423 -2.593 2.470
C 7.781 0.238 0.224
C -3.762 -2.210 1.460
N 0.334 -0.797 0.465
C -1.680 0.148 1.114
```

Computed natural (NBO) charges, given in elementary charges:
1. C -0.23
2. H 0.18
3. H 0.41
4. C -0.26
5. C -0.16
6. H 0.22
7. C -0.32
8. C -0.14
9. H 0.18
10. H 0.27
11. H 0.18
12. O -0.48
13. H 0.17
14. C 0.63
15. H 0.11
16. C -0.06
17. C -0.19
18. H 0.28
19. H 0.19
20. H 0.15
21. C -0.13
22. C -0.20
23. H 0.16
24. H 0.36
25. H 0.15
26. H 0.15
27. N -0.52
28. F -0.33
29. H 0.19
30. H 0.21
31. C -0.16
32. H 0.20
33. O -0.55
34. O -0.62
35. O -0.48
36. H 0.18
37. H 0.17
38. C -0.14
39. C -0.21
40. H 0.18
41. C 0.21
42. O -0.57
43. C 0.24
44. C -0.20
45. C -0.16
46. H 0.22
47. N -0.61
48. H 0.21
49. H 0.24
50. H 0.19
51. H 0.10
52. C -0.18
53. H 0.18
54. C 0.32
55. C 0.08
56. C -0.06
57. H 0.22
58. C -0.25
59. C -0.10
60. N -0.55
61. C 0.69

This record from OMol25 describes a molecular structure, C24H28FN9O9PTl. The level of theory is ωB97M-V with the def2-TZVPD basis set.

Its spin multiplicity is 1. The value obtained for the HOMO-LUMO gap is 8.6 eV. The calculated total energy comes out at -73882.6402 eV. The largest force on an atom is 1.22 eV/A. The energy above the lowest of the compared OMol25 structures with the same formula, charge and spin comes out at 0.00 kJ/mol.

The geometry in XYZ format:
```
73
C24H28FN9O9PTl | OMol25 | ωB97M-V with the def2-TZVPD basis set
H 1.192 -1.106 5.266
H -3.795 2.494 0.952
C -2.322 -0.352 1.031
H 4.390 1.662 -0.238
C -1.871 1.605 0.272
F -3.528 4.861 -1.192
H 0.709 -0.821 -3.230
H 4.854 -0.967 0.266
N -0.660 -2.249 -0.676
H 2.365 0.677 -3.106
C -1.267 -2.395 4.877
H 3.734 -0.191 1.394
C 3.796 -0.773 0.473
H -2.099 -6.084 0.464
C -1.325 -2.825 0.312
H -1.270 2.360 -0.187
H -1.104 2.586 -4.647
H -1.409 -5.272 1.875
O -0.300 0.225 -3.978
H -0.676 -5.419 -1.446
C -0.334 2.607 -3.877
O 3.728 -2.996 1.350
N -1.418 -4.162 0.104
H -1.596 -3.342 4.447
C -1.212 5.307 -0.691
C -1.916 3.842 -2.528
N 0.414 -0.858 2.105
C -4.574 0.021 2.017
H 3.038 -0.734 -3.948
C 0.794 -1.119 4.271
N -0.629 3.605 -2.882
C -3.112 1.676 0.843
C 3.643 -0.572 -1.896
C 1.276 -0.588 3.105
H -0.746 -2.592 5.813
H -5.407 0.662 1.736
N -1.403 0.348 0.389
H 4.587 -0.096 -2.184
H -4.817 -1.009 1.754
H 0.300 -3.023 -2.388
N -0.384 -1.724 3.965
H 0.632 2.843 -4.331
H 0.833 5.300 -0.548
C 2.453 1.985 0.661
C 0.433 4.099 -2.133
Tl 0.743 -0.381 -0.299
H -3.016 -4.809 1.281
H -2.147 -1.778 5.082
C -0.197 1.194 -3.223
C 2.613 -0.385 -3.000
O 1.912 -2.278 0.312
H -2.681 3.357 -3.116
H 3.044 1.923 -1.379
N 0.065 4.939 -1.108
N -3.389 0.433 1.319
C -0.581 -1.542 2.634
C -0.293 -3.233 -1.524
O 2.896 2.887 1.345
H 3.798 -1.646 -1.772
H 2.164 -0.009 2.953
O 1.583 3.849 -2.394
N 3.174 -0.037 -0.617
C -2.018 -5.130 0.981
O 0.034 1.208 -1.993
C 3.353 1.399 -0.471
O 1.474 -1.156 -2.681
O 1.291 1.478 0.780
O -1.392 6.072 0.225
C 3.096 -2.150 0.744
P -2.103 -2.014 1.743
H -4.427 0.080 3.097
C -2.231 4.654 -1.500
C -0.760 -4.427 -1.055
```

Computed Mulliken charges, given in elementary charges:
1. H 0.47
2. H 0.60
3. C -0.35
4. H 0.36
5. C -1.08
6. F -0.40
7. H 0.42
8. H 0.43
9. N 0.14
10. H 0.05
11. C -0.84
12. H 0.42
13. C -0.73
14. H 0.34
15. C 0.09
16. H 0.88
17. H 0.35
18. H 0.30
19. O -0.85
20. H 0.44
21. C -1.35
22. O -0.79
23. N 0.23
24. H 0.32
25. C 0.49
26. C 0.20
27. N 0.58
28. C -0.93
29. H 0.47
30. C -0.76
31. N 0.15
32. C -1.06
33. C -1.02
34. C -0.64
35. H 0.32
36. H 0.34
37. N 0.33
38. H 0.36
39. H 0.36
40. H 0.66
41. N 0.17
42. H 0.33
43. H 0.25
44. C 0.44
45. C 0.34
46. Tl 2.72
47. H 0.37
48. H 0.30
49. C 0.40
50. C -0.51
51. O -0.49
52. H 0.37
53. H 0.38
54. N 0.00
55. N 0.16
56. C -0.05
57. C -0.74
58. O -0.79
59. H 0.46
60. H 0.40
61. O -0.65
62. N 0.65
63. C -0.90
64. O -0.02
65. C -0.76
66. O -0.52
67. O -0.59
68. O -0.64
69. C 0.34
70. P -0.40
71. H 0.30
72. C 0.09
73. C -0.77